# 1
Below is C7H8AlF12N2O11S5 as an isolated structure, with properties calculated with wB97M-V/def2-TZVPD.

Computed properties:
Charge   +1
ΔE to the lowest compared entry with this formula, charge and spin   1.3946 eV

Last column: Mulliken charge in e.
Element x y z (Å)
Al: 21.94386 22.56402 -19.66619  0.99
C: 18.83081 27.64588 -15.29044  0.69
F: 18.76459 28.58921 -16.25484  -0.18
F: 18.79148 28.25689 -14.13320  -0.15
F: 17.88564 26.77064 -15.52666  -0.20
S: 20.56550 26.77000 -15.44261  1.03
O: 21.13511 27.12806 -16.77009  -0.59
O: 21.37407 27.21851 -14.32962  -0.50
N: 20.26490 25.02955 -15.28270  -0.28
S: 20.00047 24.75710 -13.78004  1.02
O: 21.17401 24.21505 -13.13246  -0.45
O: 19.33806 25.76481 -12.99062  -0.45
C: 18.73872 23.21964 -13.88846  0.69
F: 17.60071 23.59357 -14.34953  -0.16
F: 19.25200 22.33252 -14.72997  -0.22
F: 18.71694 22.67162 -12.68409  -0.16
C: 20.06843 19.15974 -25.82100  0.69
F: 18.83536 18.83704 -26.39919  -0.19
F: 20.54479 18.19810 -24.97441  -0.17
F: 20.94940 19.35754 -26.78441  -0.18
S: 19.81620 20.87160 -24.95582  1.01
O: 18.72316 21.65506 -25.59492  -0.48
O: 19.58049 20.54963 -23.55306  -0.61
N: 21.35182 21.67299 -24.79849  -0.31
S: 21.44794 22.45851 -26.16878  1.07
O: 20.72198 21.94553 -27.32249  -0.45
O: 21.31484 23.89263 -25.88202  -0.52
C: 23.30739 22.22552 -26.66482  0.67
F: 23.44984 22.29096 -28.00528  -0.21
F: 24.06978 23.21385 -26.08464  -0.19
F: 23.75358 20.99001 -26.44016  -0.21
O: 26.35993 25.37076 -16.14239  -0.58
S: 27.51284 25.72744 -15.33747  1.09
O: 28.79649 25.15925 -15.49787  -0.57
O: 27.60689 27.38368 -15.46249  -0.32
C: 28.69690 28.08319 -14.78399  -0.13
C: 28.20070 29.46426 -14.44040  -1.08
C: 26.94863 25.75917 -13.55814  -0.93
H: 29.57648 28.09672 -15.42762  0.32
H: 28.88677 27.52543 -13.86696  0.24
H: 27.41485 29.66585 -15.16834  0.28
H: 28.92642 30.27372 -14.51915  0.34
H: 27.69203 29.40767 -13.47804  0.29
H: 26.61227 24.78503 -13.20316  0.36
H: 26.17159 26.51000 -13.41473  0.33
H: 27.83007 26.11391 -13.02398  0.35

# 2
Below is one molecule with the formula C7H8Br2N2O3, with properties calculated with wB97M-V/def2-TZVPD.

Computed properties:
ΔE to the lowest compared entry with this formula, charge and spin   5.2579 eV
SMILES   C/C(=N/C(C)=C(Br)\C=C\Br)O[N+](=O)[O-]

Last column: Mulliken charge in e.
Element x y z (Å)
C: 0.80006 -1.27782 -2.18194  -0.92
C: 0.47317 -0.15107 -1.20523  0.65
N: -0.02467 -0.37402 -0.07652  -0.37
C: -0.10046 0.45757 1.03539  0.48
C: -0.96422 1.64865 0.91106  -1.55
C: 0.62002 0.22725 2.14054  0.24
Br: 0.68926 1.65193 3.41810  -0.16
C: 1.51490 -0.91324 2.45495  -0.25
C: 0.99363 -2.10295 2.26669  -0.52
Br: 1.81217 -3.79548 2.78825  -0.20
O: 0.90438 1.04405 -1.66393  -0.40
N: 1.63365 2.04610 -0.72631  1.10
O: 2.14606 1.51636 0.17840  -0.40
O: 1.59537 3.13813 -1.11553  -0.55
H: 1.86883 -1.34011 -2.04132  0.28
H: 0.30041 -1.24667 -3.15488  0.35
H: 0.20351 -2.15244 -1.63254  0.27
H: -0.49752 2.59749 1.17862  0.44
H: -1.80701 1.51594 1.62860  0.42
H: -1.28648 1.73167 -0.18930  0.32
H: 2.47515 -0.68668 2.80934  0.48
H: 0.14454 -2.53233 1.71683  0.30

# 3
Below is one molecule with the formula C7H8BrClO2S, with properties calculated with wB97M-V/def2-TZVPD.

Computed properties:
ΔE to the lowest compared entry with this formula, charge and spin   1.1390 eV
SMILES   C=C(/C(Br)=C/C=C/C)S(=O)(=O)Cl

Last column: Mulliken charge in e.
Element x y z (Å)
C: 2.48601 -2.21457 0.04150  -0.64
C: 2.13240 -1.04734 -0.42985  0.14
C: 0.53210 -0.41270 -0.55869  -0.29
Br: 0.33661 -0.05792 -2.39211  -0.08
C: -0.33588 -0.14243 0.40717  0.27
C: -1.64326 0.41153 0.13929  -0.40
C: -2.52566 0.77417 1.07150  -0.06
C: -3.86330 1.34569 0.76096  -1.19
S: 3.23437 0.15913 -1.13078  1.04
O: 2.69287 1.47118 -1.02961  -0.46
O: 3.80686 -0.29792 -2.35324  -0.47
Cl: 4.72492 0.07066 0.26761  -0.23
H: 3.52053 -2.52060 0.03120  0.30
H: 1.76756 -2.90558 0.45183  0.31
H: -0.06081 -0.35445 1.43145  0.36
H: -1.89852 0.53402 -0.90542  0.15
H: -2.28136 0.68161 2.12292  0.34
H: -4.63723 0.85822 1.35380  0.33
H: -3.88300 2.40719 1.01487  0.29
H: -4.10521 1.24010 -0.29440  0.31

# 4
Below is a 2-piece molecular cluster, C7H8BrClSi overall, with properties calculated with wB97M-V/def2-TZVPD.

Computed properties:
ΔE to the lowest compared entry with this formula, charge and spin   1.9589 eV

Last column: Mulliken charge in e.
Element x y z (Å)
C: -2.01391 0.98463 -1.76340  -0.38
C: -1.95447 1.66751 -0.55781  -0.57
C: -1.07811 0.00016 -2.04711  -0.58
C: -0.96635 1.37168 0.35897  -0.33
C: -0.08950 -0.30601 -1.13674  -0.32
C: -0.01072 0.38072 0.08543  0.73
C: 2.60205 -1.37921 1.03318  -0.94
Si: 1.29355 -0.05015 1.33061  0.56
Cl: 1.51465 1.13515 2.91873  -0.17
Br: -0.98645 -2.76505 2.71528  -0.69
H: -2.78999 1.21457 -2.47836  0.38
H: -2.68500 2.42958 -0.33083  0.36
H: -1.13086 -0.53057 -2.98677  0.36
H: -0.93074 1.90233 1.29899  0.27
H: 0.62480 -1.08143 -1.36838  0.28
H: 3.45215 -1.24660 1.69768  0.34
H: 2.18270 -2.36514 1.22106  0.35
H: 2.96620 -1.36218 0.00947  0.34

Number 1: LUMO -0.39750 Ha, F_max 4.7 eV/A, HOMO-LUMO gap 0.0452 Ha. Number 2: LUMO -0.00393 Ha, F_max 4.4 eV/A, HOMO-LUMO gap 0.3041 Ha. Number 3: LUMO 0.00431 Ha, F_max 4.9 eV/A, HOMO-LUMO gap 0.3317 Ha. Number 4: LUMO -0.06479 Ha, F_max 2.3 eV/A, HOMO-LUMO gap 0.2122 Ha.